Computed, not measured: 6 unconnected molecules or ions with the total composition C43H52F5IN7O7PS2 at a distorted geometry, with the ωB97M-V functional and the def2-TZVPD basis.

Last columns: bonded neighbours and bond lengths (Å).
Cartesian coordinates (Å):
1 C -4.1950 -0.3185 -2.2705  C2 1.451, H37 1.153, H38 1.140
2 C -3.6118 -0.4945 -0.9532  C1 1.451, C3 1.628, H39 1.137
3 C -2.4143 0.4973 -0.4699  C2 1.628, C4 1.602, C30 1.600, H40 1.159
4 C -1.0075 -0.2418 -0.6745  C3 1.602, C5 1.603, P11 1.946, O13 1.445
5 C -0.9510 -1.3861 -1.7961  C4 1.603, O6 1.439, H41 1.156, H42 1.151
6 O -1.4214 -2.7080 -1.4777  C5 1.439, C7 1.404
7 C -0.3987 -3.6241 -1.1858  O6 1.404, F8 1.436, F9 1.425, F10 1.409
8 F 0.3849 -4.0062 -2.3267  C7 1.436
9 F -1.0449 -4.8261 -0.7761  C7 1.425
10 F 0.4285 -3.2207 -0.1196  C7 1.409
11 P 0.2214 1.0389 -1.4715  C4 1.946, S12 1.948, H43 1.453, H44 1.422
12 S 0.2846 0.9583 -3.4172  P11 1.948
13 O -0.4186 -0.5480 0.6086  C4 1.445, S14 1.664
14 S -1.4971 -0.9952 1.7946  O13 1.664, O15 1.495, O16 1.528, C17 1.898
15 O -0.7337 -1.5426 2.9581  S14 1.495
16 O -2.1735 -2.2350 1.2109  S14 1.528
17 C -2.7696 0.3394 2.2432  S14 1.898, C18 1.611, N23 1.466, C30 1.636
18 C -2.4453 1.1492 3.5974  C17 1.611, O19 1.432, H45 1.159, H46 1.159
19 O -1.1342 1.0107 4.1575  C18 1.432, C20 1.445
20 C -1.1427 0.7990 5.5869  O19 1.445, C21 1.624, H47 1.139, H48 1.151
21 C 0.3527 0.2946 5.9701  C20 1.624, C22 1.606, H49 1.149, H50 1.155
22 C 0.6150 0.2797 7.5543  C21 1.606, H51 1.152, H52 1.139, H53 1.155
23 N -4.0017 -0.4141 2.4921  C17 1.466, C24 1.435, C27 1.467
24 C -5.2358 0.2169 2.8651  N23 1.435, O25 1.229, F26 1.439
25 O -5.4838 1.2887 3.4140  C24 1.229
26 F -6.4147 -0.5089 2.4710  C24 1.439
27 C -3.9375 -1.5387 3.4326  N23 1.467, O28 1.220, F29 1.435
28 O -3.3183 -1.6800 4.4743  C27 1.220
29 F -4.6858 -2.6888 3.0134  C27 1.435
30 C -2.7143 1.2693 0.8987  C3 1.600, C17 1.636, C31 1.640, C33 1.603
31 C -4.1451 2.0147 0.6053  C30 1.640, N32 1.473, H54 1.157, H55 1.135
32 N -4.1491 2.9871 -0.5014  C31 1.473, H56 1.029, H57 1.039
33 C -1.7589 2.5514 1.0177  C30 1.603, C34 1.575, H58 1.158, H59 1.155
34 C -0.2833 2.4510 1.5589  C33 1.575, C35 1.633, H60 1.156, H61 1.133
35 C -0.1121 3.5862 2.7208  C34 1.633, I36 2.178, H62 1.152, H63 1.136
36 I 1.9143 3.6310 3.5183  C35 2.178
37 H -3.5980 -0.4919 -3.2413  C1 1.153
38 H -5.2671 0.0501 -2.3898  C1 1.140
39 H -4.0626 -1.3064 -0.2970  C2 1.137
40 H -2.4130 1.3106 -1.2957  C3 1.159
41 H 0.1656 -1.5170 -2.0660  C5 1.156
42 H -1.5687 -1.0471 -2.7067  C5 1.151
43 H 1.5106 0.8018 -0.8450  P11 1.453
44 H -0.1150 2.3900 -1.1820  P11 1.422
45 H -3.1487 0.8650 4.4735  C18 1.159
46 H -2.6501 2.2870 3.5155  C18 1.159
47 H -1.8438 -0.0259 5.9421  C20 1.139
48 H -1.2754 1.7924 6.1531  C20 1.151
49 H 1.1636 0.8470 5.3726  C21 1.149
50 H 0.4104 -0.8067 5.6268  C21 1.155
51 H 1.6693 -0.1471 7.7345  C22 1.152
52 H 0.5059 1.3188 8.0084  C22 1.139
53 H -0.0969 -0.4911 8.0375  C22 1.155
54 H -4.3620 2.5974 1.5809  C31 1.157
55 H -5.0117 1.2974 0.4537  C31 1.135
56 H -4.5299 3.9023 -0.2270  N32 1.029
57 H -4.8291 2.6394 -1.2053  N32 1.039
58 H -2.3316 3.3007 1.6899  C33 1.158
59 H -1.6923 3.1239 0.0163  C33 1.155
60 H 0.5462 2.7460 0.8099  C34 1.156
61 H 0.0722 1.4828 2.0288  C34 1.133
62 H -0.2885 4.6056 2.2142  C35 1.152
63 H -0.8695 3.4763 3.5601  C35 1.136
64 N -2.6329 2.7143 -4.4839  C65 1.342, C69 1.342
65 C -3.5106 3.5981 -4.9844  N64 1.342, C66 1.386, H70 1.085
66 C -4.1521 3.4428 -6.2029  C65 1.386, C67 1.387, H71 1.083
67 C -3.8699 2.3106 -6.9534  C66 1.387, C68 1.387, H72 1.085
68 C -2.9649 1.3815 -6.4606  C67 1.387, C69 1.386, H73 1.083
69 C -2.3788 1.6272 -5.2288  N64 1.342, C68 1.386, H74 1.087
70 H -3.6957 4.4682 -4.3626  C65 1.085
71 H -4.8539 4.1880 -6.5561  C66 1.083
72 H -4.3507 2.1537 -7.9128  C67 1.085
73 H -2.7206 0.4869 -7.0197  C68 1.083
74 H -1.6665 0.9286 -4.7974  C69 1.087
75 N 4.6133 -2.6435 -5.9946  C76 1.343, C80 1.343
76 C 3.7644 -1.7668 -5.4338  N75 1.343, C77 1.385, H81 1.086
77 C 2.6776 -2.1354 -4.6584  C76 1.385, C78 1.386, H82 1.079
78 C 2.4459 -3.4859 -4.4490  C77 1.386, C79 1.388, H83 1.088
79 C 3.3058 -4.4144 -5.0179  C78 1.388, C80 1.386, H84 1.083
80 C 4.3676 -3.9457 -5.7751  N75 1.343, C79 1.386, H85 1.085
81 H 3.9839 -0.7216 -5.6280  C76 1.086
82 H 2.0266 -1.3912 -4.2277  C77 1.079
83 H 1.6007 -3.8117 -3.8458  C78 1.088
84 H 3.1553 -5.4773 -4.8760  C79 1.083
85 H 5.0696 -4.6324 -6.2374  C80 1.085
86 N 2.0018 -6.0126 3.9671  C87 1.343, C91 1.342
87 C 1.1302 -5.1350 3.4447  N86 1.343, C88 1.386, H92 1.085
88 C 0.4915 -5.3132 2.2280  C87 1.386, C89 1.387, H93 1.083
89 C 0.7698 -6.4627 1.5033  C88 1.387, C90 1.388, H94 1.084
90 C 1.6684 -7.3859 2.0190  C89 1.388, C91 1.386, H95 1.083
91 C 2.2518 -7.1168 3.2466  N86 1.342, C90 1.386, H96 1.085
92 H 0.9478 -4.2507 4.0466  C87 1.085
93 H -0.2050 -4.5723 1.8569  C88 1.083
94 H 0.2910 -6.6377 0.5461  C89 1.084
95 H 1.9096 -8.2937 1.4801  C90 1.083
96 H 2.9580 -7.8097 3.6931  C91 1.085
97 N 6.5890 1.1164 -9.0703  C98 1.342, C102 1.343
98 C 5.5480 1.7723 -9.6066  N97 1.342, C99 1.386, H103 1.085
99 C 4.2429 1.3083 -9.5714  C98 1.386, C100 1.388, H104 1.083
100 C 3.9952 0.0928 -8.9494  C99 1.388, C101 1.388, H105 1.085
101 C 5.0532 -0.6077 -8.3880  C100 1.388, C102 1.386, H106 1.083
102 C 6.3216 -0.0560 -8.4732  N97 1.343, C101 1.386, H107 1.085
103 H 5.7927 2.7156 -10.0842  C98 1.085
104 H 3.4409 1.8821 -10.0191  C99 1.083
105 H 2.9869 -0.3049 -8.9023  C100 1.085
106 H 4.8965 -1.5596 -7.8952  C101 1.083
107 H 7.1806 -0.5637 -8.0464  C102 1.085
108 N 2.8246 2.7020 8.5993  C109 1.342, C113 1.342
109 C 2.5112 3.6588 7.7119  N108 1.342, C110 1.386, H114 1.086
110 C 3.3967 4.6362 7.2870  C109 1.386, C111 1.387, H115 1.083
111 C 4.6814 4.6299 7.8106  C110 1.387, C112 1.387, H116 1.085
112 C 5.0313 3.6529 8.7312  C111 1.387, C113 1.385, H117 1.083
113 C 4.0740 2.7176 9.0888  N108 1.342, C112 1.385, H118 1.085
114 H 1.4943 3.6235 7.3337  C109 1.086
115 H 3.0899 5.3833 6.5657  C110 1.083
116 H 5.4031 5.3792 7.5040  C111 1.085
117 H 6.0247 3.6183 9.1605  C112 1.083
118 H 4.3004 1.9316 9.8023  C113 1.085

Computed properties:
HOMO level: -8.75 eV
SMILES: C=C[C@H]1[C@](CN)(CCCI)[C@@](COCCC)(N(C(=O)F)C(=O)F)S(=O)(=O)O[C@]1(COC(F)(F)F)[PH2]=S.c1ccncc1.c1ccncc1.c1ccncc1.c1ccncc1.c1ccncc1
HOMO-LUMO gap: 7.50 eV
LUMO: -1.25 eV
E_tot: -4514.0498 a.u.